ORCA calculation (the ωB97M-V functional and the def2-TZVPD basis) on the ion C3H8BrN2 with charge +1 in a non-equilibrium geometry.

The geometry in XYZ format:
```
14
Properties=species:S:1:pos:R:3:forces:R:3
C -0.53016 2.50020 0.18298 -1.823 1.332 2.599
N 0.23442 1.34186 0.11656 1.896 -1.914 -0.285
C -0.03094 0.17948 -0.21268 -1.270 2.380 -0.093
Br -1.82938 -0.28875 -0.91368 -0.136 -0.123 0.003
C 0.89233 -0.95311 -0.31081 -0.390 -0.326 0.085
N 0.23081 -2.19717 0.21823 2.707 1.013 1.928
H -0.51535 2.74896 1.32529 -0.416 -0.488 -1.689
H -1.62084 2.28525 -0.11045 1.572 0.978 0.040
H -0.00827 3.43827 -0.14631 -0.621 -1.217 -0.587
H 1.83544 -0.73165 0.09051 1.062 0.117 1.581
H 1.16997 -1.09558 -1.30874 -0.235 -0.590 -1.905
H -0.70640 -2.09059 -0.04172 -2.447 -0.381 -1.148
H 0.18997 -2.09965 1.26927 0.506 -0.848 -1.139
H 0.68839 -3.03752 -0.15847 -0.404 0.067 0.609
```
Positions in Å, forces in eV/Å.

Calculated values
Energy above the lowest of the compared OMol25 structures with the same formula, charge and spin   42.7 kcal/mol
HOMO-LUMO gap   0.3692 Ha
SMILES   C/N=C(\Br)C[NH3+]
Charge   +1

***

ORCA calculation (the ωB97M-V functional and the def2-TZVPD basis) on a cluster of 2 separate species, C3H8BrN2O in total in a non-equilibrium geometry.

The geometry in XYZ format:
```
15
Properties=species:S:1:pos:R:3:forces:R:3
C -0.76347 -0.94467 0.18948 0.794 2.277 -0.136
C 2.30123 0.95138 -0.77800 1.482 -0.760 2.468
C 2.12128 1.63600 0.34347 -2.344 0.539 0.358
N -1.56876 -1.12349 -0.81569 -0.802 0.415 -2.183
N -1.16429 -0.54652 1.37985 1.238 -1.057 -1.242
O -2.95885 -1.05373 -0.69600 1.480 -1.331 2.834
Br 2.39763 0.78532 2.10487 -0.252 0.705 -1.323
H 2.83846 0.02664 -0.72346 0.117 -0.663 0.122
H 0.28962 -0.77785 -0.12068 -0.547 -0.749 0.500
H 2.30309 1.33783 -1.72755 -0.735 1.326 -2.079
H 1.46770 2.57964 0.34994 1.605 -1.245 0.399
H -1.21972 -1.00168 -1.78020 -0.126 -0.546 0.865
H -0.56452 -0.54651 2.17379 0.706 0.132 0.381
H -2.10954 -0.66934 1.53410 -2.429 0.007 0.784
H -3.36986 -0.65302 -1.43394 -0.187 0.950 -1.747
```
Positions in Å, forces in eV/Å.

Calculated values
Energy above the lowest of the compared OMol25 structures with the same formula, charge and spin   43.3 kcal/mol
HOMO-LUMO gap   0.3459 Ha
Charge   +1

***

ORCA calculation (the ωB97M-V functional and the def2-TZVPD basis) on an isolated molecule of C3H8BrP in a non-equilibrium geometry.

The geometry in XYZ format:
```
13
Properties=species:S:1:pos:R:3:forces:R:3
C -1.28793 0.78318 -0.29672 0.078 0.096 -0.066
C 0.03462 0.04688 -0.26751 0.483 -2.580 1.103
C -0.03762 -1.37536 0.62007 -0.137 2.605 -1.281
P 1.36706 1.14950 0.42956 -0.826 0.073 -0.101
Br 3.12489 -0.11610 0.09280 0.693 -0.400 -0.080
H -1.26055 1.57022 -1.05314 -0.084 0.056 0.048
H -2.10087 0.10463 -0.54975 -0.060 -0.029 -0.006
H -1.50764 1.24225 0.66538 -0.106 0.026 0.109
H 0.31997 -0.27096 -1.27781 -0.012 0.160 0.161
H -0.34568 -1.13200 1.63333 -0.018 -0.069 0.137
H 0.93102 -1.85642 0.62279 0.105 -0.086 0.008
H -0.77733 -2.01569 0.15119 -0.086 -0.089 -0.022
H 1.54007 1.86986 -0.77019 -0.030 0.236 -0.009
```
Positions in Å, forces in eV/Å.

Calculated values
Energy above the lowest of the compared OMol25 structures with the same formula, charge and spin   6.4 kcal/mol
HOMO-LUMO gap   0.3653 Ha
SMILES   CC(C)PBr

***

ORCA calculation (the ωB97M-V functional and the def2-TZVPD basis) on a cluster of 2 separate species, C3H8BrP in total in a non-equilibrium geometry.

The geometry in XYZ format:
```
13
Properties=species:S:1:pos:R:3:forces:R:3
C 0.19657 -0.29591 -0.77850 1.793 0.765 0.846
C -0.17624 0.75725 -1.51107 -0.725 0.431 0.258
C -0.34339 2.21226 -1.16607 1.396 0.272 1.298
H 0.68250 -0.33066 0.27461 -0.970 0.541 -1.937
H 0.34669 -1.19278 -1.33196 -0.326 -0.906 -0.100
H -0.59779 0.59456 -2.50115 0.454 -0.533 -0.120
H -1.34632 2.53587 -1.38799 -0.318 0.267 -0.385
H -0.19858 2.40265 -0.08491 0.010 -0.167 -0.415
H 0.41778 2.87163 -1.67034 -0.872 -0.708 0.137
P -1.40541 0.61503 2.02128 0.621 -0.763 -0.088
Br 0.07969 -0.62426 3.18264 0.268 0.233 0.239
H -1.22706 -0.34335 0.94010 -1.090 0.692 0.720
H -2.46773 0.03472 2.75003 -0.240 -0.124 -0.452
```
Positions in Å, forces in eV/Å.

Calculated values
Energy above the lowest of the compared OMol25 structures with the same formula, charge and spin   43.4 kcal/mol
HOMO-LUMO gap   0.3528 Ha
SMILES   C=CC.PBr

***

ORCA calculation (the ωB97M-V functional and the def2-TZVPD basis) on a cluster of 3 separate species, C3H8Cl2NO in total in a non-equilibrium geometry.

The geometry in XYZ format:
```
15
Properties=species:S:1:pos:R:3:forces:R:3
C -0.98126 -0.35278 1.06448 1.156 -0.678 -0.818
C -0.72884 1.06661 1.18886 -3.840 -0.223 0.271
C 1.66775 -1.42785 -0.71721 -0.021 0.480 0.163
N 0.29116 1.76006 0.95662 1.108 1.759 0.730
O 2.13716 -2.57269 -0.97155 0.085 -0.786 0.290
Cl 1.54939 -0.43802 -2.17845 0.029 0.031 -0.289
Cl -1.52109 1.36963 -1.80596 0.191 -1.103 -0.162
H -0.14758 -1.00905 1.02329 1.090 -0.263 0.024
H -1.61211 -0.67498 1.85068 -0.912 -0.136 0.753
H -1.48180 -0.49323 0.11925 -0.668 -0.055 -0.146
H -1.73663 1.49136 1.38934 1.226 0.926 0.630
H 0.35446 2.78263 1.30496 0.056 -2.188 -1.447
H 1.01786 1.23357 0.46954 0.770 0.678 0.492
H -1.13627 0.10095 -1.80081 -0.338 1.269 -0.276
H 2.32781 -2.83620 -1.89305 0.068 0.288 -0.215
```
Positions in Å, forces in eV/Å.

Calculated values
Energy above the lowest of the compared OMol25 structures with the same formula, charge and spin   57.8 kcal/mol
HOMO-LUMO gap   0.3319 Ha
Charge   +1

***

ORCA calculation (the ωB97M-V functional and the def2-TZVPD basis) on an isolated molecule of C3H8Cl2NOP in a non-equilibrium geometry.

The geometry in XYZ format:
```
16
Properties=species:S:1:pos:R:3:forces:R:3
C 1.63350 0.43965 -0.63678 -0.484 -0.373 1.049
N 1.42627 -0.27424 0.69802 2.889 1.243 -0.910
P 0.10840 -1.10240 1.20415 -0.773 0.712 -0.332
Cl -0.33410 -2.59686 -0.26464 0.263 0.305 0.274
C -0.96796 0.25359 0.46916 0.982 -1.419 -1.800
C -2.39071 -0.14236 0.54468 -1.546 -1.427 1.622
O -3.17348 0.86852 1.07174 2.556 1.518 0.069
Cl -3.18401 -0.71013 -1.00216 0.535 0.051 0.329
H 1.17233 1.43012 -0.74304 0.489 0.046 0.791
H 2.66925 0.45390 -0.94693 0.265 0.035 0.368
H 1.10413 -0.09779 -1.38610 -0.206 -0.942 -0.708
H 2.28707 -0.32511 1.26719 -0.893 -0.213 -0.717
H -0.74795 1.14415 1.05854 -0.095 0.112 -0.378
H -0.58220 0.23546 -0.60964 -1.033 0.769 1.652
H -2.40682 -1.00308 1.28880 -0.634 0.395 -1.251
H -4.06764 0.64816 1.06248 -2.315 -0.813 -0.057
```
Positions in Å, forces in eV/Å.

Calculated values
Energy above the lowest of the compared OMol25 structures with the same formula, charge and spin   16.0 kcal/mol
HOMO-LUMO gap   0.3791 Ha
SMILES   CNP(Cl)C[C@@H](O)Cl

***

ORCA calculation (the ωB97M-V functional and the def2-TZVPD basis) on a structure of composition C3H8Cl3F3GaNO3P in a non-equilibrium geometry.

The geometry in XYZ format:
```
23
Properties=species:S:1:pos:R:3:forces:R:3
N 0.32810 -4.08784 2.26183 0.210 0.643 0.303
P -0.39021 -2.70155 2.00158 0.183 -1.027 -0.519
O 0.10738 -1.56965 3.10180 -0.301 0.056 0.077
O -2.01023 -2.84310 2.29710 0.285 0.645 0.253
Ga -0.16306 -1.91371 -0.21502 -0.548 0.371 -0.653
C 1.60847 -0.91712 -0.50621 -0.679 -0.235 0.512
O 1.71687 0.49672 -0.10507 0.890 -0.863 0.258
C 0.86568 1.35185 -0.61096 1.343 -0.148 1.091
F 0.44299 1.05633 -1.78992 -1.066 -0.737 -2.626
F -0.17145 1.55814 0.16105 -1.855 0.280 1.181
F 1.46571 2.53993 -0.71298 0.778 1.462 -0.058
H 1.00306 -4.00673 3.01745 0.054 -0.403 0.062
H 0.74801 -1.98885 3.68844 -0.049 0.049 0.015
H -2.18806 -2.57087 3.20718 -0.092 -0.151 -0.005
H -1.39975 -0.94911 -0.52538 0.034 0.071 0.091
H -0.25885 -3.17546 -1.19312 0.222 -0.006 0.175
H 2.38329 -1.39640 0.05833 0.466 -0.125 0.460
H 1.90925 -1.01215 -1.53374 0.080 0.182 -0.645
C -1.17466 4.36491 -2.42931 0.053 -0.057 0.046
Cl -1.77608 3.24104 -3.63568 -0.070 -0.054 -0.070
Cl 0.29190 5.16273 -2.99466 0.050 0.040 0.009
Cl -2.40763 5.56022 -2.00461 -0.017 0.004 0.021
H -0.93075 3.80066 -1.53809 0.027 0.004 0.024
```
Positions in Å, forces in eV/Å.

Calculated values
HOMO-LUMO gap   0.2605 Ha
Charge   -1

***

ORCA calculation (the ωB97M-V functional and the def2-TZVPD basis) on a cluster of 2 separate species, C3H8ClIN3 in total in a non-equilibrium geometry.

The geometry in XYZ format:
```
16
Properties=species:S:1:pos:R:3:forces:R:3
C -1.43504 -1.65724 0.36282 -1.047 -0.224 0.019
C 1.68685 -0.45813 -1.18296 -0.296 -0.788 1.119
C -0.26787 -1.21047 0.78717 2.005 -0.762 -0.609
N -2.68210 -1.16592 0.49927 -4.172 -0.262 -2.413
N 0.17933 0.09752 1.20914 -1.223 -0.703 0.775
N 1.09075 0.63261 -1.53046 2.189 0.415 1.540
Cl -1.47947 -3.11793 -0.51654 0.397 -1.360 -0.723
I 3.30110 -0.62824 0.12412 0.106 0.531 -0.705
H 1.33462 -1.50311 -1.22344 -0.455 0.924 -1.449
H 0.49043 -2.04466 0.55841 -0.627 1.769 0.959
H -3.56533 -1.60987 -0.02585 3.364 1.039 1.209
H -0.37597 0.54505 1.99435 1.309 -0.988 -1.172
H 1.16506 -0.07503 1.39964 -0.617 0.851 0.980
H 1.49936 1.48368 -1.01973 -1.214 -1.127 -1.513
H 0.25153 0.68637 -2.10815 0.119 -0.076 0.296
H -3.05302 -0.87481 1.35410 0.161 0.762 1.688
```
Positions in Å, forces in eV/Å.

Calculated values
Energy above the lowest of the compared OMol25 structures with the same formula, charge and spin   55.3 kcal/mol
HOMO-LUMO gap   0.2227 Ha
Charge   +1

***

no.,HOMO energy (eV)
1,-13.99
2,-13.26
3,-9.26
4,-9.42
5,-13.53
6,-9.53
7,-4.66
8,-11.30